Below is a structure of composition C42H43BN10O2SSn, with properties calculated with wB97M-V/def2-TZVPD.

CARTESIAN COORDINATES (ANGSTROEM)
H1 3.386 5.021 -0.891
H2 -5.568 -1.222 5.380
C1 4.506 -0.749 0.898
N1 -0.186 1.806 -4.329
C2 -0.900 -2.603 0.571
H3 -0.910 -2.989 -0.472
H4 -2.833 -2.303 3.142
C3 -0.301 -3.660 2.821
C4 -4.939 -0.374 5.094
H5 1.903 4.617 1.044
H6 -3.461 -2.432 6.132
H7 4.689 -1.778 0.594
C5 4.118 -0.627 -3.826
C6 2.807 4.107 -0.830
H8 -1.359 -4.595 1.266
H9 -1.416 3.204 5.471
C7 -2.158 3.001 -0.998
N2 -0.430 1.396 1.464
N3 -1.263 1.141 -4.772
Sn1 0.190 -0.326 -0.769
C8 -3.157 -2.130 -2.066
C9 1.159 -1.600 2.761
C10 0.654 1.871 -5.352
C11 -1.109 0.786 -6.063
H10 -1.896 0.267 -6.586
H11 6.096 -0.644 -2.999
H12 -1.654 3.220 -0.070
C12 1.288 1.717 -0.684
H13 3.030 -2.416 1.911
C13 -3.460 2.981 -2.754
H14 -3.483 1.106 -4.666
C14 3.555 -1.501 -2.833
C15 5.959 0.606 -4.744
S1 0.222 3.469 2.864
H15 5.260 -0.090 0.474
C16 2.116 1.999 -1.769
C17 3.786 0.732 -5.772
N4 -2.581 -0.536 -3.358
N5 -2.620 1.928 -2.778
O1 3.255 -0.283 0.358
C18 1.234 2.694 0.317
C19 1.122 -3.245 4.727
H16 -3.567 -2.592 -1.181
H17 1.543 -2.799 1.026
H18 -2.916 1.359 6.059
C20 -0.961 2.382 3.527
H19 0.564 1.120 -7.470
C21 -2.474 -2.729 -3.138
H20 2.227 -0.405 -4.821
B1 -2.550 0.907 -3.909
H21 -4.857 0.287 5.960
H22 2.162 1.283 -2.588
C22 2.872 3.160 -1.848
H23 -1.892 -1.996 5.432
C23 2.084 -2.005 1.555
O2 0.788 -4.266 5.353
N6 2.162 -2.471 5.321
C24 -2.094 0.326 2.942
H24 -4.168 3.129 -3.553
C25 3.275 -0.132 -4.818
N7 -3.224 -0.815 -2.211
H25 -4.277 -1.417 2.633
C26 -2.449 1.363 5.081
C27 0.128 1.230 -6.489
N8 2.982 -2.125 -2.057
H26 5.516 1.781 -6.483
H27 -2.665 -0.925 6.613
H28 -3.682 4.619 -1.287
C28 -1.600 2.405 4.763
H29 3.127 1.127 -6.534
H30 0.328 -1.049 2.312
C29 0.594 -2.788 3.478
H31 3.509 3.339 -2.710
N9 -0.853 -1.344 0.810
H32 2.095 -1.479 5.148
C30 -1.191 1.340 2.622
H33 -5.444 0.174 4.295
H34 -2.201 -0.471 2.218
H35 1.595 2.386 -5.231
C31 -2.701 0.308 4.184
C32 5.124 1.100 -5.738
H36 -0.464 -4.569 3.396
C33 1.977 3.875 0.254
N10 -1.824 1.926 -1.691
C34 -3.198 3.716 -1.620
C35 -0.901 -3.656 1.575
H37 7.001 0.900 -4.713
H38 1.719 -0.911 3.399
C36 0.336 2.424 1.446
H39 -2.218 -3.767 -3.274
C37 -2.126 -1.663 -3.940
C38 -3.776 -1.878 3.487
H40 2.190 -2.680 6.308
C39 2.125 -0.875 0.606
C40 5.460 -0.258 -3.784
H41 4.509 -0.673 1.984
H42 -4.402 -2.698 3.848
H43 -1.548 -1.627 -4.849
C41 -2.851 -1.598 5.772
C42 -3.567 -0.873 4.622

Values from the calculation:
F_max   0.01124 hartree/bohr
Relative energy (zero: lowest compared OMol25 entry of this formula, charge and spin)   33.59 kcal per mole
2S+1   1
Charge   -2
HOMO-LUMO gap   4.633 eV